Record 1
A 2-piece molecular cluster, C29H44BN2O4S overall, computed with ωB97M-V/def2-TZVPD.

CARTESIAN COORDINATES (ANGSTROEM)
C (3.04148, -0.99440, -0.80247)
C (3.23104, -0.57265, -2.31333)
O (3.49174, 0.56698, -2.56318)
O (3.05303, -1.57469, -3.26612)
C (1.63689, -1.71000, -3.58456)
C (1.05522, -3.12141, -3.22410)
C (-0.43481, -3.36404, -3.77283)
C (-1.13940, -1.98305, -4.07221)
C (-2.73086, -2.10042, -4.24184)
C (-3.30635, -0.73278, -3.68446)
C (-2.64563, 0.48948, -4.21976)
C (-3.08127, 1.78428, -3.72515)
C (-4.16235, 1.86538, -2.71293)
C (-4.81421, 0.68237, -2.19664)
C (-4.36688, -0.64149, -2.70244)
C (-5.05327, -1.92268, -2.10768)
B (-4.29775, -2.28172, -0.72644)
O (-3.19970, -1.45603, -0.29980)
O (-4.65035, -3.33458, 0.14001)
S (-4.55361, 3.57051, -2.16817)
C (-2.86703, 4.28307, -2.08159)
C (-2.42590, 5.18403, -1.02313)
C (-1.02735, 5.64370, -1.07463)
C (-0.11123, 5.20062, -2.13895)
C (-0.55999, 4.30971, -3.20764)
C (-1.96410, 3.84789, -3.16712)
N (-2.41704, 2.96730, -4.21063)
H (2.75171, -2.08239, -0.78534)
H (2.23577, -0.38598, -0.30313)
H (4.00223, -0.88639, -0.23874)
H (1.47129, -1.48768, -4.67730)
H (1.09437, -0.88497, -3.03462)
H (1.69491, -3.89779, -3.72590)
H (1.13982, -3.29698, -2.12066)
H (-0.38217, -3.94912, -4.72527)
H (-1.05978, -3.87156, -2.98591)
H (-0.69664, -1.40256, -4.91697)
H (-1.00772, -1.35377, -3.14164)
H (-3.09414, -2.97544, -3.63350)
H (-3.00735, -2.19135, -5.32676)
H (-1.83046, 0.43170, -4.98442)
H (-5.62758, 0.75186, -1.44126)
H (-5.11853, -2.77584, -2.82632)
H (-6.10670, -1.62840, -1.82435)
H (-2.37164, -1.96022, -0.36150)
H (-4.63066, -2.94940, 1.03893)
H (-3.12050, 5.50518, -0.20966)
H (-0.57874, 6.30944, -0.30438)
H (0.96079, 5.52289, -2.16234)
H (0.10672, 3.93622, -4.02302)
H (-1.69361, 2.76074, -4.89549)
C (4.03121, 1.97703, 6.11194)
C (2.52839, 2.09405, 5.88887)
C (1.74913, 0.80945, 6.17692)
C (2.08911, -0.44351, 5.37388)
N (1.71459, -0.44834, 3.88552)
C (2.97296, -0.27535, 3.02903)
C (3.50331, -1.67973, 2.86391)
C (2.24706, -2.48720, 2.59678)
C (1.18094, -1.85193, 3.48370)
C (0.67975, 0.57350, 3.49552)
H (4.48996, 1.25105, 5.43621)
H (4.50832, 2.94118, 5.93130)
H (4.25589, 1.67885, 7.13856)
H (2.34754, 2.45872, 4.87574)
H (2.14619, 2.86856, 6.55933)
H (0.67724, 1.01671, 6.11293)
H (1.91913, 0.55832, 7.22937)
H (1.53730, -1.26088, 5.83913)
H (3.14710, -0.69226, 5.46074)
H (2.66881, 0.14287, 2.06826)
H (3.65837, 0.40835, 3.52652)
H (3.99410, -2.02777, 3.77839)
H (4.22216, -1.76128, 2.04942)
H (2.38221, -3.54820, 2.80803)
H (1.95718, -2.39949, 1.54783)
H (0.99024, -2.43861, 4.37920)
H (0.24204, -1.73069, 2.94389)
H (1.11251, 1.56646, 3.57410)
H (-0.18866, 0.45393, 4.13642)
H (0.40425, 0.40261, 2.45587)

Properties
E, eV: -53462.148
Charge: +1

Here are the Mulliken charges for atoms 1 to 8, given in e: number 1, C, carries -0.36; number 2, C, carries 0.22; number 3, O, carries -0.48; number 4, O, carries -0.38; number 5, C, carries -0.46; number 6, C, carries -0.35; number 7, C, carries -0.58; number 8, C, carries -0.64

Record 2
C29H44BN9RuSSi as an isolated structure, computed with ωB97M-V/def2-TZVPD.

CARTESIAN COORDINATES (ANGSTROEM)
Ru (0.11565, 0.44100, 0.36249)
C (4.27833, -1.29789, -1.99109)
C (2.92868, -0.90699, -1.39444)
C (2.31324, 0.28449, -2.13143)
C (3.04956, -0.61681, 0.07367)
C (3.98599, -1.05908, 1.00667)
C (3.61752, -0.46708, 2.20570)
N (2.54133, 0.28634, 1.98962)
N (2.19305, 0.21160, 0.69291)
B (1.89217, 1.36513, 2.85180)
N (0.49934, 0.91832, 3.28563)
C (0.01277, 0.99387, 4.52443)
C (-1.26730, 0.49616, 4.51741)
C (-1.52302, 0.12387, 3.19485)
N (-0.42376, 0.37615, 2.45411)
C (-2.84135, -0.45336, 2.75024)
C (-2.78971, -1.20095, 1.43044)
C (-3.89859, 0.66018, 2.70614)
N (1.74615, 2.60199, 1.96938)
C (2.36023, 3.77656, 2.14642)
C (1.85683, 4.66585, 1.22992)
C (0.90217, 3.94194, 0.50184)
N (0.83937, 2.68171, 0.97076)
C (0.03261, 4.51474, -0.57923)
C (-0.48357, 5.90175, -0.18607)
C (0.78217, 4.58246, -1.91463)
H (4.17272, -1.52094, -3.05284)
H (4.67682, -2.18846, -1.50379)
H (5.00490, -0.49055, -1.87679)
H (2.24521, -1.75209, -1.50565)
H (2.92063, 1.18265, -2.00301)
H (1.30587, 0.50514, -1.74748)
H (2.22444, 0.06766, -3.19656)
H (4.82144, -1.71585, 0.83639)
H (4.07845, -0.51511, 3.17922)
H (2.56236, 1.60957, 3.81282)
H (0.60604, 1.39344, 5.33056)
H (-1.94385, 0.40879, 5.35114)
H (-3.13648, -1.15488, 3.53387)
H (-2.37849, -0.56371, 0.65126)
H (-3.79415, -1.49477, 1.12119)
H (-2.17349, -2.09693, 1.49974)
H (-3.60538, 1.44580, 2.00668)
H (-4.02942, 1.12021, 3.68584)
H (-4.86009, 0.25690, 2.38567)
H (3.11681, 3.89980, 2.90424)
H (2.12851, 5.69974, 1.10209)
H (-0.83104, 3.87279, -0.68775)
H (0.33701, 6.61406, -0.08703)
H (-1.02502, 5.86457, 0.75967)
H (-1.15937, 6.28041, -0.95511)
H (1.59385, 5.31088, -1.85815)
H (0.10429, 4.89618, -2.71118)
H (1.21986, 3.61550, -2.17746)
C (1.61045, -4.83931, -1.43181)
Si (-0.20395, -5.08624, -1.04477)
C (-0.48763, -5.53727, 0.74262)
C (-0.97993, -6.37491, -2.14825)
C (-1.08860, -3.44910, -1.44249)
C (-2.12081, -3.37411, -2.37135)
C (-2.72346, -2.15604, -2.68869)
C (-2.23554, -1.01453, -2.09383)
N (-1.23633, -1.05189, -1.20473)
C (-0.71498, -2.22404, -0.86507)
S (0.44514, -2.03453, 0.41841)
H (2.11341, -5.79653, -1.59179)
H (2.11637, -4.32898, -0.60850)
H (1.74078, -4.23813, -2.33574)
H (0.03895, -6.46504, 0.98350)
H (-1.55191, -5.69495, 0.93419)
H (-0.12900, -4.76320, 1.42398)
H (-0.51575, -7.34945, -1.97647)
H (-0.86418, -6.13965, -3.20930)
H (-2.04697, -6.48025, -1.93448)
H (-2.47095, -4.27851, -2.85636)
H (-3.54466, -2.09489, -3.38962)
H (-2.66189, -0.04564, -2.32623)
N (-1.15251, 2.07711, -2.42074)
C (-2.29736, 2.70031, -2.75555)
C (-3.08077, 2.73682, -1.62551)
C (-2.30377, 2.11573, -0.63707)
N (-1.13343, 1.72409, -1.13352)
H (-0.35524, 1.89904, -3.00920)
H (-2.48161, 3.05885, -3.75525)
H (-4.06121, 3.16727, -1.51790)
H (-2.52489, 1.96526, 0.40644)

Properties
Spin multiplicity: 2
Energy above the lowest of the compared OMol25 structures with the same formula, charge and spin, kJ/mol: 165.2
Charge: +1

Here are the Mulliken charges for atoms 1 to 8, given in e: number 1, Ru, carries 0.35; number 2, C, carries -1.86; number 3, C, carries 1.98; number 4, C, carries -1.16; number 5, C, carries 0.18; number 6, C, carries -1.31; number 7, C, carries -0.62; number 8, N, carries 0.30